Computed, not measured: a structure of composition C36H32N9O7SSe2Ta, with ωB97M-V with the def2-TZVPD basis set.

Properties
- E: -208660.172 eV
- ΔE to the lowest compared entry with this formula, charge and spin: 0.0 kcal per mole
- Charge: +2
- Frontier orbital gap: 0.24833 Ha

```
88
Properties=species:S:1:pos:R:3:forces:R:3:lowdin_charge:R:1
Ta 0.1932 -0.5551 -0.6776 -0.2 -0.5 -0.5 1.829
Se -0.2481 1.7967 0.9876 0.0 0.1 0.1 0.866
Se -1.2164 3.6608 -0.0794 -0.1 0.0 0.0 0.816
C -2.9958 3.2943 0.5734 0.0 -0.1 -0.1 -0.650
C -3.8197 4.3582 0.9043 0.0 0.0 0.0 -0.081
C -5.1079 4.0580 1.3200 0.0 0.0 0.0 -0.030
C -5.4978 2.7311 1.4050 0.0 -0.1 0.0 -0.029
C -4.5864 1.7472 1.0598 0.0 0.1 0.0 -0.117
N -3.3489 2.0179 0.6341 -0.3 0.7 0.6 -0.028
C 1.5022 2.6482 1.0885 0.1 0.0 0.0 -0.603
C 1.9656 3.0609 2.3242 -0.1 -0.1 0.0 -0.067
C 3.2322 3.6266 2.3788 0.0 0.0 0.0 -0.022
C 3.9635 3.7529 1.2100 0.0 0.0 0.0 -0.021
C 3.4025 3.3122 0.0209 0.0 0.0 0.0 -0.093
N 2.1877 2.7655 -0.0415 -0.1 0.1 0.0 0.021
H -3.4666 5.3786 0.8526 0.0 0.0 0.0 0.112
H -5.7921 4.8520 1.5886 0.0 0.0 0.0 0.125
H -6.4906 2.4608 1.7361 0.0 0.0 0.0 0.119
H -4.8505 0.6985 1.1128 0.0 -0.1 0.0 0.114
H 1.3598 2.9372 3.2114 0.0 0.0 0.0 0.118
H 3.6383 3.9640 3.3233 0.0 0.0 0.0 0.126
H 4.9527 4.1891 1.2115 0.0 0.0 0.0 0.121
H 3.9408 3.3950 -0.9154 0.0 0.0 0.0 0.126
S -3.1439 -2.9441 -7.1815 0.0 0.0 -0.1 1.099
N -3.7346 -2.0468 -5.9870 -0.1 0.0 0.0 -0.196
C -2.7423 -1.8296 -5.1411 0.2 -0.2 -0.2 -0.297
C -2.8302 -1.0597 -3.9234 0.1 0.1 0.2 -0.059
C -3.9830 -0.3932 -3.4948 0.0 0.0 0.0 0.061
C -3.9349 0.3339 -2.3268 0.0 -0.1 -0.1 0.012
C -2.7600 0.3617 -1.5854 0.3 -0.4 -0.1 -0.090
N -1.6524 -0.2711 -1.9873 -0.1 -0.1 0.2 -0.022
C -1.6780 -0.9678 -3.1454 0.0 0.2 -0.2 -0.141
C -0.4236 -1.5708 -3.5686 0.0 0.0 -0.1 -0.153
N 0.6391 -1.3716 -2.7569 -0.1 -0.2 0.2 -0.028
C 1.8193 -1.8768 -3.0994 0.0 0.1 0.0 -0.071
C 1.9979 -2.6121 -4.2666 0.0 0.0 0.0 0.015
C 0.9252 -2.8300 -5.0997 0.0 0.0 0.0 0.062
C -0.3203 -2.2907 -4.7567 0.1 0.1 0.2 -0.057
C -1.5203 -2.4306 -5.5477 -0.3 0.1 0.0 -0.296
N -1.6214 -3.0883 -6.6898 0.1 -0.1 -0.1 -0.195
H -4.8855 -0.4571 -4.0888 0.0 0.0 0.0 0.137
H -4.7989 0.8688 -1.9595 0.0 0.0 0.0 0.121
H -2.7318 0.8724 -0.6241 0.1 -0.2 -0.3 0.042
H 2.6383 -1.6845 -2.4206 0.0 0.0 0.0 0.122
H 2.9769 -3.0066 -4.4976 0.0 0.0 0.0 0.128
H 1.0238 -3.4058 -6.0110 0.0 0.0 0.0 0.138
N 1.1781 1.2768 -3.2466 0.0 0.1 0.0 0.026
N 0.5594 1.3754 -1.9472 -0.1 -0.1 -0.1 -0.190
H 1.4361 2.2126 -3.5467 0.0 0.0 0.0 0.100
H 0.4933 0.9325 -3.9103 0.0 0.0 0.0 0.076
H -0.2707 1.9738 -1.9716 0.0 -0.1 0.0 0.022
H 1.2421 1.8923 -1.3673 0.2 0.0 0.1 0.019
O -0.8456 -2.6859 -1.0909 0.3 0.4 0.2 -0.053
N 0.1313 -3.2748 -0.5436 -0.2 -0.2 -0.2 -0.467
O 0.1958 -4.4300 -0.3108 0.0 0.1 0.0 0.204
O 1.0923 -2.4476 -0.2596 0.0 0.1 0.0 -0.112
O 2.2501 -0.1559 -0.6602 0.1 -0.1 -0.2 -0.151
C 2.4024 -0.2645 0.6193 0.1 0.1 0.3 -0.552
O 1.3012 -0.4229 1.2435 0.1 0.1 -0.1 -0.177
C 3.6829 -0.1814 1.2745 -0.1 0.0 0.0 -0.143
C 4.8359 0.0130 0.5159 -0.1 0.0 -0.1 0.004
C 6.0835 0.1097 1.1194 0.1 0.0 0.0 0.046
C 6.1138 0.0015 2.4931 -0.1 0.0 0.1 -0.193
O 7.1840 0.0609 3.2987 0.0 0.0 -0.1 0.075
C 6.7152 -0.1557 4.6405 0.0 0.0 0.0 -0.078
O 5.2900 -0.2479 4.5719 0.0 0.0 0.0 0.056
C 4.9578 -0.1905 3.2573 0.1 0.0 0.0 -0.192
C 3.7269 -0.2886 2.6826 0.0 0.0 0.1 0.099
H 4.7479 0.0913 -0.5598 0.0 0.0 0.0 0.126
H 6.9906 0.2540 0.5500 0.0 0.0 0.0 0.133
H 6.9991 0.6930 5.2591 0.0 0.0 0.0 0.146
H 7.1291 -1.0901 5.0171 0.0 0.0 0.0 0.148
H 2.8279 -0.4488 3.2610 0.0 0.0 0.0 0.143
C -3.8440 -2.7433 2.2854 0.0 0.0 0.0 -0.033
C -2.6191 -1.9833 2.8139 0.0 -0.1 0.1 -0.612
C -1.6625 -2.9540 3.5269 0.0 0.0 0.0 -0.030
C -3.0558 -0.8755 3.7825 0.0 0.0 0.0 -0.032
C -1.8975 -1.3870 1.6877 0.0 0.2 -0.1 -0.052
C -1.2944 -0.9004 0.7501 0.0 -0.1 0.3 -0.236
H -4.3745 -3.2041 3.1196 0.0 0.0 0.0 0.096
H -3.5461 -3.5292 1.5910 0.0 0.0 0.0 0.091
H -4.5316 -2.0695 1.7722 0.0 0.0 0.0 0.079
H -2.1764 -3.4079 4.3752 0.0 0.0 0.0 0.096
H -0.7796 -2.4315 3.8964 0.0 0.0 0.0 0.090
H -1.3410 -3.7509 2.8555 0.0 0.0 0.0 0.089
H -3.5430 -1.3229 4.6498 0.0 0.0 0.0 0.096
H -3.7634 -0.1960 3.3067 0.0 0.0 0.0 0.070
H -2.1984 -0.2968 4.1286 0.0 0.0 0.0 0.090
```
Forces are in eV/Å.

Computed, not measured: a structure of composition C36H33AsCl5Sb2Yb, with ωB97M-V with the def2-TZVPD basis set.

Properties
- 2S+1: 2
- E: -205903.493 eV
- ΔE to the lowest compared entry with this formula, charge and spin: 11.7 kcal per mole
- Charge: +2
- Frontier orbital gap (alpha / beta): 0.22497 / 0.09804 Ha

```
78
Properties=species:S:1:pos:R:3:forces:R:3:lowdin_spin:R:1
Yb 0.2116 1.2375 -1.1036 -0.8 -1.8 -0.1 0.000
Cl 3.8145 1.3729 -3.1962 0.3 0.2 0.6 0.000
C 3.1956 2.6720 -2.1954 0.1 1.3 -1.0 0.000
C 1.8689 2.6290 -1.8741 -1.9 -0.3 0.3 0.000
C 1.2369 3.7149 -1.3190 2.2 1.5 0.7 0.000
Cl -0.5186 3.7435 -0.8769 0.0 0.0 0.0 0.000
C 1.9579 4.9173 -0.9986 -1.7 -0.7 -0.8 0.000
Cl 1.2063 6.2418 -0.2028 0.0 0.0 -0.1 0.000
C 3.2227 5.0195 -1.5174 0.9 0.1 0.4 0.000
Cl 4.0609 6.5298 -1.4122 -0.1 -0.5 0.0 0.000
C 3.8796 3.8803 -2.0429 -0.2 -0.4 0.5 0.000
Cl 5.5458 3.9478 -2.2512 0.9 0.1 -0.6 0.000
C -4.7262 1.4425 -3.3090 -0.2 0.6 -1.8 0.000
Sb -3.0854 0.2612 -2.4794 0.2 -0.1 -0.3 0.000
C -1.4441 1.0824 -3.7922 -0.8 -0.2 0.1 0.000
C -3.5138 -1.7607 -3.4720 1.8 1.6 0.7 0.000
C -3.4716 -2.8890 -2.5214 1.1 -1.8 0.2 0.000
C -4.6087 -3.2125 -1.7679 0.5 0.1 -0.8 0.000
C -4.7570 -4.4636 -1.2018 0.7 -0.2 0.2 0.000
C -3.6783 -5.3643 -1.2000 -0.4 -0.2 0.1 0.000
C -2.4576 -5.0194 -1.7850 -1.0 0.7 0.2 0.000
C -2.3521 -3.8153 -2.5197 -2.0 0.4 0.4 0.000
C -1.1901 -3.6266 -3.3878 1.1 1.5 -0.6 0.000
Sb 0.3811 -2.2808 -2.4921 0.1 -0.4 -0.7 0.000
C 1.9480 -3.7542 -2.3455 -0.2 -0.7 1.3 0.000
C 1.1799 -1.4719 -4.3401 0.9 -0.4 0.0 0.000
H -5.4423 0.8438 -3.9570 1.1 0.5 0.7 0.000
H -4.4012 2.3652 -3.9130 -0.1 -1.6 0.7 0.000
H -5.3313 1.8619 -2.5231 -0.1 -0.1 0.6 0.000
H -1.9916 1.9007 -4.2579 0.2 0.1 -0.2 0.000
H -1.2021 0.3410 -4.5680 0.2 0.4 0.4 0.000
H -0.5414 1.5655 -3.3524 -0.4 -0.5 -0.4 0.000
H -2.6824 -1.7950 -4.2016 -1.0 0.0 0.1 0.000
H -4.4763 -1.5778 -3.8968 -0.5 -0.1 -0.5 0.000
H -5.4005 -2.4791 -1.8049 -0.4 -0.1 0.2 0.000
H -5.6988 -4.7600 -0.7734 -0.1 0.0 0.2 0.000
H -3.8527 -6.3759 -0.7861 0.4 0.8 -0.2 0.000
H -1.6245 -5.7008 -1.6696 0.1 0.0 -0.4 0.000
H -1.3468 -3.0424 -4.3382 -0.1 -1.0 0.9 0.000
H -0.7802 -4.5996 -3.6160 0.6 0.0 -0.2 0.000
H 2.3472 -4.0564 -3.3064 -0.2 0.1 -0.2 0.000
H 1.5245 -4.6375 -1.8272 0.0 0.3 -0.5 0.000
H 2.7806 -3.4978 -1.6839 -0.1 0.5 -0.3 0.000
H 1.8208 -2.2999 -4.7261 -0.5 0.6 0.1 0.000
H 1.8987 -0.6628 -4.0360 -1.0 -0.4 -0.7 0.000
H 0.4393 -1.2143 -5.1280 0.6 0.2 0.7 0.000
C 2.5151 4.9036 4.6670 -0.2 0.0 0.2 0.000
C 2.7968 3.6001 5.0701 0.0 -0.3 0.1 0.000
C 2.3677 2.5261 4.3261 -0.9 0.3 -2.1 0.003
C 1.5888 2.7353 3.1330 0.3 0.6 1.6 0.001
C 1.2513 4.0352 2.8094 -0.2 0.5 -1.0 0.000
C 1.7654 5.1229 3.5317 -0.6 -0.8 -0.2 0.000
As 0.9039 1.3181 2.0250 0.9 -1.0 1.0 0.002
C -0.5171 0.4205 3.0166 -0.8 0.6 -0.1 0.069
C -1.8429 0.6727 2.8620 -1.2 -0.9 1.0 0.014
C -2.8241 -0.1530 3.5193 1.5 0.0 -0.1 0.191
C -2.4262 -1.2107 4.3516 1.9 -0.3 0.1 0.004
C -1.0337 -1.5353 4.4981 -2.2 1.6 -0.8 0.123
C -0.1236 -0.6731 3.8298 2.2 -1.4 -0.4 0.126
C 1.3170 -0.9677 3.7243 -1.9 0.7 1.0 0.106
C 2.0338 -1.9230 4.4610 1.8 -0.7 -0.4 0.068
C 3.4258 -2.0475 4.2569 -1.1 -1.2 -0.1 0.007
C 4.1078 -1.3296 3.2246 -0.2 0.1 1.1 0.152
C 3.3863 -0.3241 2.6095 -1.3 1.6 -0.9 0.000
C 2.0169 -0.1006 2.8841 1.7 0.2 -1.9 0.119
H 2.8319 5.7168 5.3054 0.1 0.1 -0.2 0.000
H 3.3313 3.4184 5.9923 0.1 0.1 0.0 0.000
H 2.6466 1.5167 4.5007 0.3 -0.5 0.8 0.001
H 0.6021 4.2442 1.9287 0.6 -0.1 0.7 0.000
H 1.4526 6.0857 3.1925 0.2 0.6 0.1 0.000
H -2.2563 1.4766 2.3036 0.1 0.6 -0.7 -0.001
H -3.8679 0.0226 3.3018 -0.1 0.0 0.2 0.009
H -3.1850 -1.7787 4.8517 -0.1 -0.4 0.1 -0.002
H -0.6436 -2.3883 5.0322 -0.3 0.0 0.2 0.004
H 1.5173 -2.6417 5.0949 0.3 0.3 0.1 0.001
H 3.8993 -2.8776 4.8045 0.1 0.7 -0.3 -0.002
H 5.1788 -1.4648 2.9667 -0.9 -0.2 0.4 0.006
H 3.8388 0.3877 1.8949 0.1 -0.7 0.4 -0.002
```
Forces are in eV/Å.

Computed, not measured: a structure of composition C36H33BCl2MoN10O2S, with ωB97M-V with the def2-TZVPD basis set.

Properties
- 2S+1: 4
- E: -95274.805 eV
- ΔE to the lowest compared entry with this formula, charge and spin: 10.2 kcal per mole
- Charge: +1
- Frontier orbital gap (alpha / beta): 0.26718 / 0.18443 Ha

```
86
Properties=species:S:1:pos:R:3:forces:R:3:lowdin_spin:R:1
Mo 0.0533 0.1106 -0.0634 0.5 0.8 -1.1 1.638
C 1.5584 2.7046 -2.5239 -0.1 -0.1 0.1 0.012
C 1.0453 3.0814 -1.1767 0.0 0.1 0.2 0.002
C 0.8720 4.3974 -0.7419 0.0 -0.1 -0.1 0.002
C 0.4164 4.3073 0.5515 0.0 0.0 -0.1 0.002
N 0.3199 3.0113 0.8704 0.0 0.0 0.0 0.006
N 0.6997 2.2432 -0.1797 0.3 0.1 0.0 0.003
B 0.0445 2.4191 2.2724 0.1 0.0 -0.1 0.001
N 1.1389 1.3670 2.5409 0.2 0.1 0.4 0.002
C 1.9072 1.2002 3.6261 0.0 -0.1 -0.2 0.012
C 2.6308 0.0389 3.4730 0.0 0.0 0.0 0.003
C 2.2477 -0.4827 2.2392 0.1 0.0 0.0 0.009
C 2.7937 -1.7340 1.6380 0.0 0.0 0.1 0.001
N 1.3373 0.3295 1.6784 0.0 0.1 0.0 -0.002
N -1.2935 1.6387 2.2406 -0.1 0.1 0.1 0.004
C -2.3728 1.6781 3.0315 0.0 -0.2 0.0 0.014
C -3.3047 0.7828 2.5475 0.0 0.0 0.0 0.004
C -2.7110 0.1993 1.4284 -0.1 0.2 0.1 0.015
C -3.3053 -0.7986 0.4941 0.1 0.0 0.1 0.005
N -1.4856 0.7204 1.2675 -0.5 -0.1 0.1 0.009
N -0.0002 3.5607 3.2598 -0.3 -0.1 0.1 0.000
C -1.0237 4.4401 3.4546 -0.1 0.0 -0.1 0.000
C -0.5530 5.4759 4.2107 0.1 0.1 0.0 0.000
C 0.8110 5.1709 4.4325 -0.2 0.0 -0.1 0.000
C 1.8228 5.9849 5.1660 0.0 -0.1 -0.1 0.000
N 1.1273 4.0315 3.8480 0.3 -0.1 0.0 0.000
H 1.9966 3.5881 -2.9841 0.0 0.0 0.0 0.000
H 2.3191 1.9358 -2.4576 0.1 0.0 0.0 0.008
H 0.7725 2.3350 -3.1816 0.0 0.0 0.0 0.000
H 1.0767 5.2948 -1.2992 0.0 0.0 0.0 0.000
H 0.1649 5.0887 1.2487 0.1 -0.1 0.1 0.000
H 1.8997 1.9277 4.4140 0.0 0.1 0.0 0.001
H 3.3488 -0.3880 4.1511 0.0 0.0 0.0 0.000
H 2.8232 -2.5116 2.4014 -0.1 0.0 0.0 0.000
H 2.2025 -2.0918 0.8032 0.0 0.0 0.1 0.000
H 3.8197 -1.5732 1.3028 -0.1 0.0 0.1 0.001
H -2.4159 2.3227 3.8917 0.0 0.0 0.0 0.001
H -4.2848 0.5841 2.9443 0.0 0.0 0.0 0.000
H -4.3890 -0.7748 0.5816 0.0 0.0 0.0 0.000
H -3.0343 -0.5671 -0.5344 0.0 0.0 0.0 0.001
H -2.9714 -1.8121 0.7233 0.0 0.0 0.0 0.001
H -1.9986 4.2826 3.0223 0.0 0.0 0.0 0.000
H -1.0986 6.3304 4.5739 0.0 0.0 0.0 0.000
H 1.3482 6.5722 5.9496 0.0 0.0 0.0 0.000
H 2.5825 5.3414 5.6056 0.0 0.0 0.0 0.000
H 2.3185 6.6740 4.4805 0.0 0.0 0.0 0.000
O -1.1581 1.0958 -1.3548 -0.4 0.1 -0.1 0.086
C -1.3863 1.0781 -2.6292 0.2 -0.4 -0.2 0.056
C -1.9777 2.1885 -3.2605 -0.1 0.2 0.0 0.005
C -2.1123 2.2107 -4.6263 0.0 0.0 0.3 0.038
C -1.6844 1.1304 -5.4224 0.1 -0.2 -0.2 0.026
C -1.1907 0.0041 -4.8275 -0.1 0.0 -0.2 0.007
C -1.0737 -0.0691 -3.4218 0.1 0.2 0.3 0.046
C -0.8204 -1.2873 -2.7747 -0.3 0.1 -0.1 0.047
N -0.7380 -1.4143 -1.4575 0.6 0.2 0.2 0.131
N -0.8270 -2.6613 -1.0015 -0.2 -0.6 0.0 0.101
C -0.5051 -2.7149 0.2752 0.0 0.2 -0.6 0.038
O -0.0799 -1.6449 0.8575 -0.2 -0.6 0.7 0.083
C -0.6290 -3.9747 1.0008 0.0 -0.1 0.2 0.002
C -0.6986 -5.1800 0.2976 0.0 0.1 0.0 0.008
C -0.8264 -6.3703 0.9881 0.0 0.0 0.0 -0.001
C -0.8989 -6.3636 2.3760 0.0 0.0 0.0 0.009
C -0.8546 -5.1647 3.0757 0.0 -0.1 0.0 0.000
C -0.7063 -3.9709 2.3933 0.0 0.1 0.0 0.006
H -2.2784 3.0226 -2.6399 0.0 0.0 0.0 -0.001
H -2.5451 3.0829 -5.0985 0.0 0.0 0.0 0.002
H -1.7679 1.1910 -6.4983 0.0 0.0 0.0 0.001
H -0.8948 -0.8537 -5.4194 0.0 0.0 0.0 0.000
H -0.8062 -2.2062 -3.3526 0.0 0.0 0.1 -0.002
H -0.6425 -5.1625 -0.7814 0.0 0.0 0.0 0.000
H -0.8683 -7.3061 0.4475 0.0 0.0 0.0 0.000
H -0.9932 -7.2991 2.9114 0.0 0.0 0.0 0.000
H -0.9370 -5.1685 4.1542 0.0 0.0 0.0 0.000
H -0.6640 -3.0286 2.9259 0.0 0.0 0.0 0.000
Cl 2.1034 -3.6110 -1.9328 0.0 -0.1 0.0 0.027
C 3.5027 -2.6899 -1.5087 0.1 0.2 0.0 0.007
C 4.7216 -3.3242 -1.3512 -0.1 -0.1 0.0 0.001
C 5.8348 -2.5756 -1.0064 0.0 0.0 0.1 0.002
C 5.7251 -1.2129 -0.7847 0.1 0.1 0.0 0.001
C 4.4967 -0.5909 -0.9288 -0.1 -0.2 -0.1 0.012
Cl 4.3487 1.0982 -0.6005 0.0 0.1 0.0 0.017
C 3.3668 -1.3154 -1.3157 0.0 0.1 -0.1 0.050
S 1.8685 -0.4873 -1.7325 -0.3 0.0 0.0 0.437
H 4.7893 -4.3924 -1.5025 0.0 0.0 0.0 0.001
H 6.7958 -3.0594 -0.9003 0.0 0.0 0.0 0.000
H 6.5889 -0.6242 -0.5089 0.0 0.0 0.0 0.001
```
Forces are in eV/Å.